Molecular formula: C6H8N2O
Method: DFT, the ωB97M-V functional and the def2-TZVPD basis

Results
- energy relative to the best compared isomer or geometry (same formula, charge and spin) (kJ/mol) = 505.9
- LUMO (eV) = 0.62

ORCA input file:
```
! wB97M-V def2-TZVPD RIJCOSX def2/J DEFGRID3
* xyz 0 1
C -2.00686 1.58562 -0.04218
C -1.35849 0.62031 0.80220
C 0.56376 0.66961 1.42409
C 1.01640 -0.79719 -0.30645
C 1.20175 -1.54208 -1.51400
C 0.07725 0.28117 0.23773
H -2.85369 2.25348 0.36698
H -2.78388 1.00622 -0.78865
H -1.39743 2.28462 -0.66172
H -2.11868 -0.12912 0.95706
H 2.88160 -0.93013 0.59817
H 1.02353 -2.72903 -1.38549
H 0.43686 -1.30248 -2.28822
H 2.28757 -1.56889 -2.03843
N 1.68193 0.03835 1.83507
N 2.00524 -0.72435 0.69383
O -0.65684 0.98390 2.10999
*
```